10 unconnected molecules or ions with the total composition H20O10. Source: the Open Molecules 2025 dataset; level of theory: ωB97M-V/def2-TZVPD.

* HOMO-LUMO gap: 10.6 eV
* largest force on an atom: 0.5 eV Å⁻¹
* net charge: 0
* E_tot: -764.3485 a.u.
* spin multiplicity: 1

The geometry in XYZ format:
```
30
Properties=species:S:1:pos:R:3:forces:R:3:nbo_charge:R:1
O -0.625050 0.349416 0.462128 -0.199 -0.037 0.423 -0.952
H 0.320895 0.176788 0.528289 0.103 0.103 -0.086 0.485
H -1.014967 -0.523832 0.342160 0.105 0.170 -0.224 0.465
O -3.566391 -3.369281 -1.179974 -0.030 -0.103 0.110 -0.944
H -4.208069 -2.921192 -0.617429 0.050 0.052 -0.013 0.476
H -3.590908 -4.285028 -0.880311 0.017 0.080 -0.053 0.468
O 3.721650 -1.044306 3.562260 0.019 0.185 -0.110 -0.937
H 3.447271 -0.169681 3.860150 -0.032 -0.109 0.033 0.467
H 3.570354 -1.026054 2.610543 -0.047 -0.069 0.045 0.470
O -4.768137 -1.130281 2.257856 0.082 0.129 -0.093 -0.939
H -5.052264 -0.257450 1.963869 -0.023 -0.121 0.044 0.466
H -3.838757 -1.010689 2.483555 -0.030 -0.042 0.007 0.474
O 1.952424 1.909473 1.472827 0.124 0.287 0.027 -0.936
H 2.905008 1.827392 1.594635 -0.080 -0.079 -0.054 0.466
H 1.823648 2.838370 1.250216 -0.106 -0.015 0.134 0.470
O 3.364796 -3.170157 -1.806178 -0.068 0.090 -0.110 -0.942
H 3.313049 -2.915652 -2.734369 0.046 -0.047 0.088 0.466
H 2.456654 -3.096400 -1.491808 0.022 0.090 0.063 0.476
O -3.870232 2.895247 -0.305055 -0.117 0.055 0.182 -0.930
H -4.292084 2.284954 0.310228 0.096 0.044 -0.130 0.462
H -3.561756 3.616712 0.254695 0.029 -0.060 -0.089 0.468
O 0.908630 4.506011 -1.896855 0.001 -0.151 -0.036 -0.943
H 0.758518 3.649869 -1.480349 -0.084 0.038 -0.013 0.471
H 0.370722 4.475534 -2.696053 0.034 0.043 0.083 0.472
O 0.142947 -1.092834 -1.889308 0.099 -0.420 -0.289 -0.935
H -0.241577 -1.926391 -2.183101 -0.155 0.057 -0.011 0.467
H 0.605026 -0.760652 -2.667208 -0.001 0.074 0.152 0.468
O 2.716401 0.075529 -0.536928 0.366 -0.025 -0.120 -0.943
H 3.548021 -0.378474 -0.713787 -0.077 -0.197 -0.096 0.474
H 2.864922 0.971343 -0.860112 -0.143 -0.021 0.136 0.469
```
Positions in Å, forces in eV/Å.

A molecular structure, H20O12V. Source: the Open Molecules 2025 dataset; level of theory: ωB97M-V/def2-TZVPD.

* HOMO-LUMO gap (spin up / spin down): 8.0 / 2.8 eV
* largest force on an atom: 5.3 eV Å⁻¹
* net charge: +2
* E_tot: -1858.1503 a.u.
* spin multiplicity: 2

The geometry in XYZ format:
```
33
Properties=species:S:1:pos:R:3:forces:R:3:nbo_charge:R:1
O 0.448650 9.320120 10.898000 -1.120 2.176 -2.795 -0.503
V -0.022410 10.338700 9.667280 -0.588 -5.036 -1.374 1.449
O -0.431840 9.333620 8.438570 1.179 2.575 3.432 -0.376
O -0.222860 11.862070 11.473910 0.024 -0.015 -0.437 -0.952
H -0.613260 11.589090 12.304150 0.063 -0.308 0.409 0.516
H 0.096570 12.749150 11.639090 0.068 0.494 -0.019 0.517
O -2.758070 10.150750 6.932140 0.202 0.239 0.119 -0.918
H -3.487600 10.614020 7.343720 -0.435 0.145 -0.235 0.462
H -2.641270 9.364730 7.465770 0.072 -0.321 0.026 0.462
O -2.381170 10.438600 10.194490 1.169 0.166 0.263 -0.922
H -2.544170 10.747730 11.085620 -0.133 0.096 0.329 0.501
H -3.251040 10.372380 9.800570 -0.157 -0.205 -0.505 0.524
O 1.751750 9.553460 5.910430 0.461 0.952 0.588 -0.958
H 2.485350 9.112820 6.339280 0.308 -0.364 -0.360 0.450
H 1.044500 8.908570 5.921990 -0.509 -0.684 -0.167 0.495
O -0.497060 12.281700 8.678380 0.882 -0.689 0.453 -0.902
H 0.208540 12.854730 8.978370 0.293 0.654 -0.188 0.495
H -1.256800 12.858390 8.598070 -0.660 -0.027 -0.143 0.538
O 2.409420 10.296230 12.897270 -0.398 -0.296 0.218 -0.965
H 2.524000 11.019920 12.281330 -0.039 0.099 -0.216 0.487
H 3.285280 10.141040 13.250820 0.388 -0.050 0.222 0.498
O 2.055910 10.745780 8.816100 -1.099 0.240 1.348 -0.906
H 2.257470 11.460810 8.212500 -0.088 0.346 -0.541 0.528
H 2.474000 9.977850 8.426590 -0.006 -0.538 -0.226 0.532
O 1.142520 7.854890 13.792850 0.060 -1.273 -0.401 -0.484
H 1.167690 8.665790 13.284870 0.346 1.321 -1.143 0.517
H 0.878050 8.129770 14.670760 -0.339 0.032 1.127 0.499
O -0.717630 6.200740 10.916680 -0.518 0.524 0.473 -0.598
H -0.304120 5.365570 11.135130 0.217 -0.892 0.326 0.500
H -0.099060 6.626880 10.323380 0.459 0.565 -0.576 0.493
O -0.084460 7.397830 5.564920 0.319 0.152 0.364 -0.941
H -0.369000 7.704620 4.704020 -0.110 -0.025 -0.468 0.492
H -0.832440 7.564690 6.138440 -0.311 -0.052 0.096 0.471
```
Positions in Å, forces in eV/Å.